## 1
21
Properties=species:S:1:pos:R:3 method="wB97M-V/def2-TZVPD" orbital_gap_ev=10.2 total_charge=0 e_homo_ev=-9.394
C 0.11652 2.02085 -0.07974
C 0.83335 0.71878 -0.44412
C 1.40428 0.80633 -1.85987
C -0.07531 -0.50724 -0.32595
C -0.45006 -0.90048 1.09318
C -1.33164 -2.12614 1.20812
O 0.45180 -0.71127 2.04842
H 0.78317 2.87724 -0.22931
H -0.20398 2.04375 0.96730
H -0.76936 2.17406 -0.71005
H 1.65407 0.56704 0.26660
H 2.08428 1.65977 -1.95620
H 0.60410 0.93553 -2.59988
H 1.96205 -0.09943 -2.12375
H 0.46552 -1.38867 -0.70462
H -0.97999 -0.40089 -0.94056
H -1.46390 0.12611 1.38423
H -0.68576 -2.98592 0.99929
H -2.15999 -2.11922 0.49556
H -1.70620 -2.22798 2.22750
H -0.67518 0.06227 1.96277

## 2
21
Properties=species:S:1:pos:R:3 method="wB97M-V/def2-TZVPD" orbital_gap_ev=11.1 total_charge=0 smiles=CC(C)C[C@@H](C)O e_homo_ev=-10.175
C 1.53996 1.94307 -0.54916
C 0.40961 1.16170 0.12812
C 0.78582 0.88643 1.58619
C 0.11361 -0.14454 -0.62558
C -1.21944 -0.83212 -0.30042
C -1.22857 -2.27175 -0.79604
O -1.46556 -0.81093 1.10211
H 1.76391 2.85654 0.01466
H 1.29372 2.23338 -1.57716
H 2.46007 1.34409 -0.57873
H -0.49794 1.78359 0.10627
H 0.99789 1.81800 2.12150
H 1.68740 0.25980 1.62193
H -0.01327 0.35479 2.09941
H 0.94198 -0.84727 -0.44643
H 0.10489 0.04901 -1.70865
H -2.02269 -0.26522 -0.80002
H -0.47114 -2.84493 -0.24776
H -1.00513 -2.33869 -1.86507
H -2.20767 -2.73715 -0.62429
H -1.96744 -1.59779 1.33913

In kJ/mol, relative to the most stable structure: 1 344.4; 2 0.0.

## 1
21
Properties=species:S:1:pos:R:3 method="wB97M-V/def2-TZVPD" orbital_gap_ev=11.0 total_charge=0 smiles=CCCCCOC e_homo_ev=-9.807
C -0.14138 1.62958 -1.18141
C 0.78977 1.90033 0.00065
C 1.55443 0.67295 0.50932
C 0.66486 -0.47099 1.02170
C 0.12779 -1.41206 -0.06569
O -1.28265 -1.34443 -0.09931
C -1.81591 -2.10335 -1.15316
H -0.67869 2.53806 -1.47407
H -0.88634 0.86629 -0.93328
H 0.42238 1.28281 -2.05669
H 1.51624 2.67561 -0.27605
H 0.20539 2.31311 0.83500
H 2.21226 0.29121 -0.28544
H 2.21810 0.99545 1.32181
H -0.20409 -0.05681 1.54886
H 1.22332 -1.05673 1.76098
H 0.53390 -1.13614 -1.05403
H 0.43506 -2.45470 0.12360
H -1.50405 -1.70514 -2.13250
H -2.90466 -2.05307 -1.07747
H -1.50048 -3.15782 -1.09556

## 2
21
Properties=species:S:1:pos:R:3 method="wB97M-V/def2-TZVPD" orbital_gap_ev=11.2 total_charge=0 smiles=CCCCCCO e_homo_ev=-10.140
C 0.48210 -3.16039 -1.06629
C -0.29490 -1.84692 -1.07237
C 0.44260 -0.73184 -0.33664
C -0.34865 0.57255 -0.26597
C 0.31775 1.59732 0.64896
C -0.49955 2.86729 0.90431
O -0.38771 3.31212 2.24387
H -0.06694 -3.95837 -1.57673
H 0.67911 -3.49060 -0.03910
H 1.45033 -3.04398 -1.56734
H -0.49559 -1.53528 -2.10651
H -1.27613 -1.99456 -0.60016
H 0.66244 -1.06641 0.68845
H 1.41829 -0.55419 -0.81294
H -1.35431 0.35549 0.12207
H -0.48855 0.98392 -1.27600
H 0.47772 1.12723 1.62714
H 1.30872 1.85965 0.25265
H -0.20764 3.66366 0.20185
H -1.56852 2.67877 0.75186
H 0.54927 3.33672 2.47096

## 3
21
Properties=species:S:1:pos:R:3 method="wB97M-V/def2-TZVPD" orbital_gap_ev=8.0 total_charge=0 e_homo_ev=-7.158
C 0.19599 1.83854 0.42042
C -0.00459 -1.37199 -0.30656
C 0.10741 1.29404 1.70765
C 1.52752 0.06521 -0.81956
C -0.84842 -1.23106 -1.55114
C -0.61130 -1.26828 0.95931
O -0.90007 2.04325 -0.34180
H -1.67402 1.64789 0.08015
H 1.07345 2.30152 0.00625
H 0.76048 -2.13576 -0.37383
H -0.78760 1.54193 2.27949
H 1.00751 1.38500 2.30553
H 1.29633 0.84492 -1.53980
H 1.90942 -0.78386 -1.37816
H 2.28350 0.33578 -0.08458
H -1.47166 -0.33656 -1.50167
H -1.50597 -2.09924 -1.66181
H -0.23784 -1.15164 -2.45039
H -0.13817 0.00645 1.50899
H -0.33372 -1.98003 1.72963
H -1.64824 -0.94607 1.01188

In kJ/mol, relative to the most stable structure: 1 41.1; 2 0.0; 3 507.8.